Record 1
The following is a DFT calculation (ωB97M-V/def2-TZVPD) of a structure of composition C52H60ClN10O4S3SiTi.

Element x y z (Å)
Ti: 0.078 -2.106 -0.111
C: -4.564 -3.592 -2.426
S: -4.321 -4.143 -0.729
C: -2.757 -3.465 -0.310
S: -1.974 -2.307 -1.343
N: -2.292 -3.861 0.825
N: -1.069 -3.321 1.173
C: -0.863 -3.455 2.486
C: 0.211 -2.962 3.246
C: 0.075 -2.872 4.658
C: 1.016 -2.252 5.419
C: 2.165 -1.710 4.796
C: 2.319 -1.880 3.456
N: 1.386 -2.507 2.693
H: -5.510 -4.036 -2.731
H: -3.777 -3.958 -3.081
H: -4.641 -2.510 -2.493
H: -1.668 -3.912 3.051
H: -0.823 -3.279 5.102
H: 0.885 -2.173 6.489
H: 2.935 -1.205 5.359
H: 3.195 -1.543 2.918
C: 1.623 -2.742 1.282
Si: 1.100 0.027 -1.333
C: -0.053 1.541 -1.155
N: -1.468 1.197 -1.288
C: -1.902 0.994 -2.667
C: -2.027 2.289 -3.471
C: -2.946 3.274 -2.753
C: -2.477 3.486 -1.316
C: -2.358 2.134 -0.610
C: 2.751 0.570 -0.523
C: 2.840 1.589 0.434
C: 4.036 1.894 1.072
C: 5.192 1.193 0.765
C: 5.144 0.207 -0.211
C: 3.945 -0.085 -0.843
C: 1.530 -0.264 -3.156
C: 0.950 -1.293 -3.900
C: 1.237 -1.468 -5.246
C: 2.119 -0.606 -5.881
C: 2.704 0.429 -5.166
C: 2.412 0.595 -3.820
H: 2.586 -2.295 1.021
H: 1.688 -3.825 1.139
H: 0.287 2.325 -1.854
H: 0.079 1.972 -0.158
H: -2.877 0.493 -2.634
H: -1.211 0.306 -3.158
H: -2.405 2.064 -4.471
H: -1.038 2.737 -3.609
H: -3.963 2.864 -2.734
H: -3.001 4.222 -3.292
H: -3.168 4.139 -0.774
H: -1.500 3.982 -1.315
H: -3.352 1.669 -0.562
H: -2.009 2.254 0.419
H: 1.963 2.181 0.684
H: 4.067 2.696 1.800
H: 6.125 1.429 1.259
H: 6.046 -0.322 -0.493
H: 3.958 -0.817 -1.644
H: 0.250 -1.977 -3.428
H: 0.776 -2.279 -5.796
H: 2.350 -0.742 -6.929
H: 3.392 1.106 -5.658
H: 2.887 1.405 -3.276
C: 0.303 4.742 5.313
C: 0.648 4.520 3.839
C: 2.101 4.040 3.729
C: 0.590 5.865 3.101
C: -0.329 3.483 3.186
O: -0.056 3.415 1.783
C: -1.827 3.727 3.446
C: -2.491 4.995 2.901
C: -3.987 4.819 2.866
C: -4.741 4.973 4.025
C: -6.110 4.764 4.021
C: -6.732 4.394 2.840
Cl: -8.448 4.130 2.824
C: -6.006 4.236 1.672
C: -4.637 4.449 1.695
C: 0.006 2.048 3.693
N: -0.467 1.012 2.788
C: 0.285 0.258 1.997
N: -0.495 -0.519 1.256
C: -1.750 -0.215 1.683
N: -1.770 0.713 2.600
H: 1.061 5.376 5.776
H: 0.277 3.806 5.876
H: -0.660 5.239 5.435
H: 2.774 4.886 3.875
H: 2.301 3.627 2.739
H: 2.363 3.297 4.485
H: 1.274 6.563 3.586
H: -0.394 6.324 3.111
H: 0.915 5.757 2.066
H: -0.595 4.068 1.324
H: -2.011 3.664 4.522
H: -2.349 2.878 3.011
H: -2.144 5.223 1.888
H: -2.248 5.865 3.513
H: -4.254 5.269 4.947
H: -6.695 4.889 4.922
H: -6.509 3.952 0.758
H: -4.067 4.325 0.781
H: -0.390 1.854 4.688
H: 1.085 1.914 3.724
H: 1.358 0.332 1.935
H: -2.635 -0.668 1.267
O: -0.071 -8.080 -6.368
S: 1.137 -8.871 -6.482
O: 1.189 -10.036 -5.617
O: 1.625 -9.069 -7.827
C: 2.407 -7.816 -5.700
N: 3.682 -7.967 -6.057
C: 4.575 -7.229 -5.423
C: 4.238 -6.315 -4.429
C: 2.883 -6.232 -4.139
N: 1.982 -6.981 -4.762
C: 2.311 -5.305 -3.132
C: 2.990 -4.190 -2.648
C: 2.348 -3.341 -1.776
N: 1.089 -3.535 -1.361
C: 0.444 -4.635 -1.796
C: 1.012 -5.530 -2.671
H: 5.612 -7.365 -5.715
H: 4.992 -5.733 -3.920
H: 3.991 -3.949 -2.977
H: 2.839 -2.453 -1.403
H: -0.567 -4.770 -1.437
H: 0.462 -6.383 -3.042

Results
HOMO energy (spin up / spin down)	-6.989 / -6.989	eV
relative energy (zero: lowest compared OMol25 entry of this formula, charge and spin)	1.3612	eV
<S²>	0.78
2S+1	2

=====

Record 2
The following is a DFT calculation (ωB97M-V/def2-TZVPD) of a structure of composition C58H51BF2NP3PdSi at a distorted geometry.

Element x y z (Å)
Pd: 0.359 -1.090 0.622
C: 2.156 -5.056 -5.057
C: 2.411 -3.773 -5.463
C: 2.115 -2.721 -4.605
C: 1.283 -2.930 -3.503
C: 1.031 -4.232 -3.093
C: 1.513 -5.302 -3.830
P: 0.642 -1.634 -2.408
C: 0.778 -0.177 -3.446
C: 1.705 0.850 -3.209
C: 1.953 1.784 -4.227
C: 1.265 1.667 -5.422
C: 0.255 0.740 -5.601
C: -0.030 -0.143 -4.580
C: -1.159 -1.944 -2.287
C: -1.671 -2.882 -3.205
C: -3.042 -2.987 -3.577
C: -3.927 -2.120 -2.950
C: -3.472 -1.286 -1.937
C: -2.107 -1.082 -1.726
Si: -1.426 0.161 -0.340
C: -2.570 0.261 1.171
C: -3.847 0.815 1.014
C: -4.883 0.500 1.939
C: -4.626 -0.261 3.060
C: -3.338 -0.793 3.240
C: -2.311 -0.500 2.347
P: -0.782 -1.408 2.531
C: -0.023 -1.050 4.122
C: 1.310 -1.486 4.316
C: 2.077 -1.059 5.410
C: 1.422 -0.433 6.484
C: 0.094 -0.158 6.389
C: -0.613 -0.360 5.155
C: -1.035 -3.190 2.418
C: -1.522 -3.675 1.206
C: -1.340 -4.997 0.845
C: -0.866 -5.900 1.761
C: -0.464 -5.451 3.010
C: -0.503 -4.104 3.342
C: -1.348 1.981 -1.061
C: -1.972 2.016 -2.313
C: -2.626 3.178 -2.756
C: -2.553 4.325 -1.984
C: -1.744 4.357 -0.855
C: -1.076 3.216 -0.425
P: 0.190 3.490 0.940
C: 1.494 4.667 0.508
C: 1.744 5.016 -0.832
C: 2.688 5.960 -1.125
C: 3.322 6.661 -0.101
C: 3.155 6.302 1.192
C: 2.233 5.309 1.518
C: -0.553 4.063 2.486
C: -0.888 5.373 2.801
C: -1.818 5.643 3.796
C: -2.298 4.619 4.576
C: -1.843 3.338 4.420
C: -1.017 3.057 3.366
H: 2.533 -5.864 -5.692
H: 2.875 -3.641 -6.430
H: 2.522 -1.679 -4.754
H: 0.512 -4.455 -2.145
H: 1.418 -6.305 -3.465
H: 2.139 0.971 -2.218
H: 2.677 2.617 -4.127
H: 1.520 2.335 -6.253
H: -0.301 0.738 -6.532
H: -0.863 -0.885 -4.676
H: -0.966 -3.484 -3.805
H: -3.352 -3.705 -4.355
H: -4.981 -2.058 -3.242
H: -4.180 -0.677 -1.391
H: -3.987 1.546 0.228
H: -5.903 0.838 1.676
H: -5.360 -0.436 3.808
H: -3.180 -1.537 4.003
H: 1.785 -2.044 3.545
H: 3.177 -1.174 5.353
H: 1.978 -0.120 7.368
H: -0.407 0.348 7.205
H: -1.643 0.050 5.075
H: -2.035 -2.975 0.553
H: -1.625 -5.305 -0.150
H: -0.794 -6.953 1.515
H: -0.022 -6.133 3.726
H: -0.155 -3.695 4.330
H: -1.993 1.122 -2.918
H: -3.196 3.136 -3.707
H: -3.128 5.241 -2.262
H: -1.596 5.278 -0.324
H: 1.208 4.505 -1.635
H: 2.911 6.129 -2.162
H: 4.004 7.495 -0.282
H: 3.667 6.878 1.963
H: 2.015 4.983 2.561
H: -0.485 6.175 2.173
H: -2.129 6.661 4.017
H: -3.013 4.845 5.388
H: -2.093 2.550 5.155
H: -0.635 2.059 3.278
F: 1.909 1.513 -0.159
B: 1.302 1.875 1.059
F: 1.678 1.179 2.181
C: 2.725 -3.709 -0.568
C: 2.730 -2.161 -0.699
C: 3.201 -1.632 0.658
C: 3.816 -1.799 -1.714
N: 1.416 -1.678 -1.018
H: 3.547 -4.062 0.077
H: 2.788 -4.226 -1.510
H: 1.792 -3.993 -0.032
H: 4.192 -2.032 0.859
H: 2.570 -2.016 1.464
H: 3.158 -0.550 0.707
H: 4.661 -2.417 -1.412
H: 4.134 -0.776 -1.616
H: 3.557 -2.056 -2.743

Results
HOMO energy (spin up / spin down)	-3.276 / -7.820	eV
<S²>	6.02
2S+1	5

=====

Record 3
The following is a DFT calculation (ωB97M-V/def2-TZVPD) of a structure of composition C12H17BCdN6O at a distorted geometry.

Element x y z (Å)
C: 0.127 3.004 0.904
N: 0.333 1.786 0.396
N: 0.467 1.776 -0.960
C: 0.396 3.049 -1.348
C: 0.182 3.838 -0.216
B: 0.676 0.428 -1.793
N: 1.830 -0.495 -1.264
N: 1.954 -0.781 0.066
C: 3.022 -1.570 0.257
C: 3.630 -1.751 -0.992
C: 2.860 -1.059 -1.922
Cd: 0.446 0.101 1.463
N: -0.656 -0.394 -1.864
N: -1.243 -0.916 -0.748
C: -2.396 -1.493 -1.140
C: -2.530 -1.357 -2.539
C: -1.403 -0.663 -2.956
H: -3.102 -1.973 -0.468
H: -1.054 -0.334 -3.920
H: -3.320 -1.698 -3.172
H: 0.951 0.780 -2.894
H: 2.935 -0.899 -2.980
H: 0.508 3.214 -2.386
H: 4.507 -2.310 -1.190
H: 0.062 4.867 -0.167
H: 3.302 -1.942 1.244
H: -0.013 3.123 1.992
H: -0.363 -1.731 1.356
C: 0.236 -1.801 2.337
H: 1.006 -2.558 2.065
H: 0.785 -1.058 2.855
H: -0.572 -2.049 3.078
C: -2.225 0.416 3.297
C: -1.884 0.463 1.853
O: -2.473 0.727 0.885
H: -1.381 0.148 3.955
H: -3.032 -0.321 3.388
H: -2.570 1.430 3.529

Results
HOMO energy (spin up / spin down)	-15.353 / -14.813	eV
charge	+2
relative energy (zero: lowest compared OMol25 entry of this formula, charge and spin)	1.5073	eV

=====

Record 4
The following is a DFT calculation (ωB97M-V/def2-TZVPD) of a structure of composition C3H5NO2 at a distorted geometry.

Element x y z (Å)
O: -2.436 -0.317 0.076
C: -1.675 0.370 0.716
C: -0.192 0.409 0.464
N: 0.126 -0.481 -0.615
C: 1.323 -0.752 -1.067
O: 2.349 -0.118 -0.462
H: -2.033 1.021 1.534
H: 0.111 1.439 0.235
H: 0.344 0.128 1.380
H: -0.636 -0.970 -1.063
H: 2.720 -0.729 -1.197

Results
HOMO energy	-8.761	eV
relative energy (zero: lowest compared OMol25 entry of this formula, charge and spin)	3.3745	eV

=====

Record 5
The following is a DFT calculation (ωB97M-V/def2-TZVPD) of the molecule C5H14N2 at a distorted geometry.

Element x y z (Å)
C: -0.213 -0.165 -0.795
N: 0.535 -0.982 0.209
C: -0.124 -1.899 1.152
C: 1.682 -1.736 -0.543
C: -0.899 1.057 -0.026
C: 0.067 1.950 0.736
N: -1.665 1.751 -1.211
H: -1.063 -0.492 -1.403
H: 0.604 0.249 -1.522
H: 0.557 -2.457 1.580
H: -0.506 -1.417 2.012
H: -0.939 -2.479 0.661
H: 1.396 -2.033 -1.505
H: 2.137 -2.318 0.259
H: 2.459 -0.958 -0.524
H: -1.610 0.618 0.794
H: 0.221 2.878 0.125
H: -0.308 2.241 1.700
H: 1.102 1.589 1.003
H: -0.934 2.220 -1.748
H: -2.498 2.382 -0.955

Results
HOMO energy	-8.288	eV
SMILES string	C[C@@H](N)CN(C)C
relative energy (zero: lowest compared OMol25 entry of this formula, charge and spin)	2.9185	eV

=====

Record 6
The following is a DFT calculation (ωB97M-V/def2-TZVPD) of a structure of composition C31H41F5NO4P2SnTe.

Element x y z (Å)
Sn: 1.334 0.729 -1.712
C: 1.541 4.209 2.232
C: 1.963 2.917 1.528
C: 1.278 1.736 2.218
P: 1.607 2.919 -0.285
C: 2.818 4.007 -1.147
C: 2.371 4.199 -2.597
C: 3.191 5.341 -0.503
C: -0.092 3.465 -0.494
C: -0.468 4.801 -0.318
C: -1.783 5.202 -0.412
C: -2.751 4.236 -0.657
C: -2.404 2.911 -0.830
C: -1.065 2.480 -0.778
N: -0.729 1.112 -0.934
C: -1.636 0.330 -1.680
C: -2.115 0.769 -2.924
C: -2.923 -0.023 -3.711
C: -3.294 -1.296 -3.287
C: -2.854 -1.743 -2.064
C: -2.036 -0.948 -1.244
P: -1.613 -1.615 0.352
C: -2.900 -2.738 0.995
C: -4.299 -2.118 1.060
C: -2.947 -4.134 0.350
C: -1.210 -0.361 1.590
C: -2.346 0.630 1.847
C: -0.689 -0.985 2.886
H: 1.820 4.141 3.285
H: 0.458 4.331 2.184
H: 2.003 5.103 1.823
H: 3.050 2.797 1.586
H: 0.194 1.886 2.205
H: 1.590 1.703 3.263
H: 1.516 0.781 1.756
H: 3.713 3.374 -1.140
H: 1.477 4.822 -2.653
H: 2.158 3.254 -3.102
H: 3.163 4.694 -3.160
H: 2.346 6.027 -0.451
H: 3.958 5.818 -1.115
H: 3.606 5.215 0.495
H: 0.295 5.536 -0.100
H: -2.054 6.241 -0.284
H: -3.795 4.517 -0.712
H: -3.186 2.192 -1.023
H: -1.823 1.751 -3.270
H: -3.256 0.347 -4.673
H: -3.904 -1.931 -3.913
H: -3.122 -2.739 -1.750
H: -2.535 -2.866 2.021
H: -4.675 -1.873 0.066
H: -4.337 -1.217 1.667
H: -4.980 -2.845 1.503
H: -3.667 -4.170 -0.465
H: -3.281 -4.853 1.098
H: -1.989 -4.484 -0.026
H: -0.392 0.166 1.096
H: -3.091 0.210 2.522
H: -2.842 0.950 0.933
H: -1.935 1.518 2.328
H: -1.467 -1.535 3.418
H: -0.361 -0.179 3.544
H: 0.161 -1.644 2.715
F: 5.716 -1.290 -0.556
Te: 4.004 -0.683 -0.240
F: 3.885 -2.051 1.005
F: 4.283 0.904 -1.225
F: 4.696 0.343 1.144
F: 3.678 -1.419 -1.921
O: 2.231 -0.306 -0.028
O: 1.911 -4.941 -2.203
C: 1.742 -5.300 -0.916
C: 2.358 -6.432 -0.388
C: 2.183 -6.773 0.937
C: 1.395 -5.985 1.773
C: 0.786 -4.863 1.256
C: 0.935 -4.505 -0.091
C: 0.188 -3.369 -0.654
O: -0.290 -2.521 0.378
O: -0.065 -3.122 -1.789
H: 2.503 -5.566 -2.636
H: 2.983 -7.041 -1.031
H: 2.666 -7.660 1.325
H: 1.266 -6.246 2.813
H: 0.181 -4.241 1.899

Results
HOMO energy	-10.396	eV
charge	+1

=====

Record 7
The following is a DFT calculation (ωB97M-V/def2-TZVPD) of the molecule C2H5N3S at a distorted geometry.

Element x y z (Å)
C: -0.439 0.121 0.306
C: 1.595 -0.182 -1.156
H: -0.986 -1.568 1.318
H: 0.422 -1.726 0.264
H: 0.508 1.477 -0.936
H: 2.190 0.444 -1.815
H: 2.646 -1.697 -1.452
N: -0.241 -1.151 0.730
N: 0.596 0.521 -0.546
N: 1.866 -1.387 -0.843
S: -1.704 1.098 0.771

Results
HOMO energy	-8.552	eV
SMILES string	[H]/N=C/NC(N)=S
relative energy (zero: lowest compared OMol25 entry of this formula, charge and spin)	0.1910	eV

=====

Record 8
The following is a DFT calculation (ωB97M-V/def2-TZVPD) of a cluster of 2 separate species, C4H13N3O in total at a distorted geometry.

Element x y z (Å)
C: 0.809 -2.235 -0.737
C: 1.054 -0.692 -0.731
C: -0.065 -0.023 0.045
C: 0.028 0.199 1.397
N: -0.595 1.183 2.129
N: -1.000 0.594 -0.733
N: -0.342 -2.777 -1.405
H: 0.835 -2.671 0.277
H: 1.704 -2.706 -1.254
H: 2.118 -0.562 -0.469
H: 0.964 -0.345 -1.789
H: 0.936 -0.136 1.896
H: -1.227 1.709 1.543
H: -0.918 0.961 3.067
H: -1.103 0.135 -1.627
H: -1.843 1.003 -0.364
H: -0.437 -2.701 -2.398
H: -1.121 -3.000 -0.818
H: 0.907 2.710 0.717
H: 0.310 2.777 -0.609
O: 0.249 3.238 0.238

Results
HOMO energy (spin up / spin down)	-12.726 / -12.779	eV
charge	+1
relative energy (zero: lowest compared OMol25 entry of this formula, charge and spin)	0.2898	eV
<S²>	0.76
2S+1	2

=====

no.,calculated total energy (Eh)
1,-5659.74473
2,-3961.42646
3,-1063.10864
4,-322.45032
5,-308.31581
6,-3225.85064
7,-641.67702
8,-399.42145